{
  "formula": "C26H78O26",
  "method": "ωB97M-V/def2-TZVPD",
  "symbols": ["C", "C", "O", "O", "H", "H", "H", "H", "H", "H", "C", "C", "O", "O", "H", "H", "H", "H", "H", "H", "C", "C", "O", "O", "H", "H", "H", "H", "H", "H", "C", "C", "O", "O", "H", "H", "H", "H", "H", "H", "C", "C", "O", "O", "H", "H", "H", "H", "H", "H", "C", "C", "O", "O", "H", "H", "H", "H", "H", "H", "C", "C", "O", "O", "H", "H", "H", "H", "H", "H", "C", "C", "O", "O", "H", "H", "H", "H", "H", "H", "C", "C", "O", "O", "H", "H", "H", "H", "H", "H", "C", "C", "O", "O", "H", "H", "H", "H", "H", "H", "C", "C", "O", "O", "H", "H", "H", "H", "H", "H", "C", "C", "O", "O", "H", "H", "H", "H", "H", "H", "C", "C", "O", "O", "H", "H", "H", "H", "H", "H"],
  "coordinates": [[14.0824, 5.0957, -16.2281], [12.9167, 5.3523, -17.1116], [12.5035, 4.1905, -17.8882], [13.8770, 4.2221, -15.1486], [14.3641, 6.0315, -15.7456], [14.8867, 4.6977, -16.8468], [13.1341, 6.2587, -17.6767], [12.0406, 5.6501, -16.5354], [11.6811, 3.8986, -17.4882], [13.7071, 3.3352, -15.4744], [15.6984, 11.4518, -17.0550], [14.8969, 10.7563, -18.1352], [14.2775, 9.7227, -17.5081], [16.8056, 10.7159, -16.4562], [15.1153, 11.6521, -16.1562], [16.1090, 12.3610, -17.4943], [15.5352, 10.4785, -18.9740], [14.2221, 11.4752, -18.5998], [14.0027, 9.1598, -18.2356], [16.4911, 9.9202, -16.0209], [3.7176, 6.1601, -21.2561], [4.9185, 7.0918, -21.1773], [5.6901, 7.0768, -19.9873], [2.9393, 6.1717, -20.0231], [4.0437, 5.1412, -21.4651], [3.0551, 6.4980, -22.0530], [4.5928, 8.1092, -21.3939], [5.6371, 6.7781, -21.9344], [5.6296, 6.2320, -19.5353], [3.3409, 5.4623, -19.5162], [7.2752, 3.2153, -22.4207], [8.4018, 4.0755, -21.9893], [7.9206, 5.1588, -21.1354], [6.7864, 2.5367, -21.1997], [7.4568, 2.3773, -23.0936], [6.5182, 3.9048, -22.7944], [8.7586, 4.4841, -22.9348], [9.1343, 3.4885, -21.4353], [7.9807, 5.9884, -21.6147], [7.1565, 3.1145, -20.5283], [3.3116, 4.0079, -17.3885], [4.6951, 3.6249, -17.7716], [5.3172, 4.8533, -18.2144], [2.4803, 3.8638, -18.5910], [3.2125, 4.9947, -16.9362], [2.9728, 3.3874, -16.5589], [4.6770, 2.8227, -18.5093], [5.1703, 3.0874, -16.9510], [6.2513, 4.7299, -18.0303], [1.6551, 4.2228, -18.2567], [11.4239, 13.4866, -16.4726], [10.5715, 12.7057, -17.5271], [10.7542, 13.3679, -18.7552], [10.8976, 14.7231, -16.0230], [12.4078, 13.6060, -16.9263], [11.5979, 12.8663, -15.5934], [9.5174, 12.5437, -17.3022], [11.1324, 11.7788, -17.6466], [9.9721, 13.9199, -18.8279], [11.4882, 15.4627, -15.8629], [8.1659, 3.6287, -15.7909], [8.7026, 2.9318, -17.0276], [9.8599, 3.5832, -17.1427], [7.4883, 4.8181, -16.2346], [8.9151, 3.9417, -15.0637], [7.4000, 2.9204, -15.4749], [8.1581, 2.8424, -17.9676], [8.9028, 1.8683, -16.8971], [9.5081, 4.4438, -16.9037], [6.9342, 5.2501, -15.5804], [9.0013, 8.2130, -23.2367], [8.0561, 9.2450, -22.5852], [8.1188, 9.0378, -21.2363], [8.5141, 6.9408, -23.4887], [9.8966, 8.2871, -22.6194], [9.4131, 8.6697, -24.1367], [6.9861, 9.1810, -22.7829], [8.3787, 10.2797, -22.7007], [7.3748, 9.4931, -20.8356], [8.4771, 6.8312, -24.4417], [11.8679, 7.8439, -14.2716], [10.5677, 7.9296, -13.4293], [9.7397, 6.8483, -13.8442], [11.6400, 8.3898, -15.4926], [12.2722, 6.8320, -14.2975], [12.5814, 8.4574, -13.7216], [10.0487, 8.8861, -13.4906], [10.7857, 7.8380, -12.3652], [9.2576, 7.0738, -14.6432], [12.4764, 8.7148, -15.8339], [11.8443, 11.5047, -21.8600], [11.5165, 12.5973, -22.9000], [12.7509, 12.7992, -23.6383], [12.1859, 10.2170, -22.4908], [11.0352, 11.3495, -21.1463], [12.5551, 11.9332, -21.1534], [11.1205, 13.4860, -22.4087], [10.6304, 12.4393, -23.5147], [12.9743, 12.0779, -24.2311], [11.9179, 9.4891, -21.9252], [10.2179, 8.6042, -18.5841], [9.5460, 7.3132, -18.0717], [8.0777, 7.4331, -18.3034], [10.3672, 8.5400, -19.9607], [11.2008, 8.8352, -18.1734], [9.5682, 9.4321, -18.3002], [9.7290, 7.2046, -17.0027], [10.1024, 6.5010, -18.5394], [7.7843, 7.0282, -19.1229], [9.4505, 8.5609, -20.2452], [5.9646, 10.4380, -18.7141], [4.9494, 10.5070, -19.8036], [5.6242, 10.6006, -21.1265], [6.5382, 11.7003, -18.3558], [6.7289, 9.7189, -19.0090], [5.4544, 9.9597, -17.8780], [4.2660, 11.3537, -19.7394], [4.2700, 9.6552, -19.8330], [6.2289, 11.2972, -20.8605], [5.9517, 12.0256, -17.6690], [6.2520, 7.7615, -15.1853], [5.7533, 7.0125, -13.8518], [5.7631, 5.6077, -14.1007], [7.5638, 7.5374, -15.4694], [6.2991, 8.7976, -14.8499], [5.6301, 7.4944, -16.0397], [4.8280, 7.4639, -13.4937], [6.5548, 7.2838, -13.1648], [5.7631, 5.2232, -13.2211], [7.6920, 7.4959, -16.4199]],
  "atomic_forces_ev_per_a": [[0.544, -0.210, 0.176], [-1.645, -0.561, -0.042], [1.182, 1.262, 0.367], [-0.433, -0.357, 0.520], [0.268, 0.161, -0.263], [0.354, 0.285, -0.129], [0.149, -0.306, -0.870], [-0.012, 0.087, 0.478], [-0.317, -0.268, -0.169], [-0.062, -0.059, -0.170], [0.951, -0.195, 0.821], [1.678, 2.155, 0.144], [-1.337, -2.170, -0.075], [0.077, 0.331, -1.273], [-0.837, 0.596, -0.534], [0.190, 0.056, 0.381], [0.395, -0.495, 0.115], [-0.496, 0.291, 0.263], [-0.406, -0.638, 0.300], [-0.358, -0.005, -0.118], [-0.459, 0.172, 1.325], [0.626, -0.373, -0.390], [-0.250, 0.755, 0.344], [0.790, 0.265, -1.351], [-0.035, -0.137, -0.030], [0.085, -0.048, -0.093], [0.196, 0.124, 0.255], [-0.253, 0.145, -0.761], [-0.393, -0.407, 0.056], [-0.363, -0.140, 0.405], [-1.461, -1.100, 2.091], [0.207, 1.101, -0.693], [0.264, -1.245, -0.106], [0.147, 0.618, -0.969], [0.459, 0.499, -0.332], [-0.371, -0.269, -0.251], [0.842, 0.242, 0.296], [0.263, 0.229, -0.129], [0.049, 0.085, -0.373], [-0.422, -0.088, 0.573], [-0.951, -0.925, -0.218], [-0.063, 0.462, 0.090], [0.226, -1.361, 0.086], [0.502, 0.262, 1.947], [0.459, 0.432, -0.558], [-0.346, -0.694, -0.268], [-0.194, 0.390, -0.725], [0.597, 0.866, 0.494], [0.589, 0.344, 0.239], [-0.568, 0.043, -0.705], [0.183, -0.431, 0.429], [1.943, 0.894, 0.878], [-0.942, 0.304, -0.685], [-1.374, 0.028, -0.343], [0.018, 0.152, -0.257], [-0.186, -0.337, 0.142], [0.107, -0.049, 0.259], [-0.412, -0.436, 0.297], [0.150, 0.358, -0.455], [0.515, -0.580, -0.319], [-4.090, -0.835, -0.515], [-0.799, -2.263, 1.241], [3.534, 2.148, -1.818], [0.752, -0.367, -1.436], [0.130, -0.830, 0.029], [-0.098, 0.144, 1.303], [-0.975, 1.035, 0.006], [0.132, -0.219, 0.849], [1.358, 1.141, -0.515], [0.092, -0.238, 0.786], [0.605, 3.042, -0.531], [-0.340, -0.254, -0.886], [0.113, -0.866, 2.937], [-0.330, -0.705, 0.274], [-0.012, -0.955, 0.531], [-0.352, -0.020, -0.492], [0.055, -0.163, -1.230], [0.318, 0.065, -1.116], [-0.368, -0.101, 0.127], [-0.130, -0.140, 0.100], [-0.262, 0.758, 3.264], [0.543, -1.223, -0.825], [-0.091, -0.176, 0.822], [-0.305, 0.628, -2.374], [-0.309, -0.306, 0.020], [0.483, 0.108, 0.132], [0.146, 0.221, -0.587], [0.126, -0.526, 0.009], [-0.347, 0.331, -0.026], [0.021, 0.123, -0.325], [-1.407, -0.479, 0.151], [0.955, -1.476, 0.037], [-0.982, 1.336, 0.384], [0.140, 1.813, 0.152], [-0.704, -0.172, -0.364], [1.063, -0.336, -0.557], [1.244, 0.480, 0.389], [0.274, -1.039, -0.631], [-0.546, -0.355, 0.235], [-0.173, 0.151, 0.402], [-0.082, -0.274, 1.041], [-0.039, 1.181, 0.005], [1.924, -0.236, 0.804], [0.364, -0.002, -0.507], [0.008, -0.477, 0.417], [-0.148, 0.285, 0.116], [-0.375, 0.133, 0.154], [-0.792, -0.447, -0.433], [0.045, -0.203, -0.367], [-0.310, 0.158, -1.184], [-0.429, -0.667, 0.430], [-0.600, 0.005, -1.873], [-0.452, -0.026, 1.773], [-0.236, -0.609, -0.200], [0.298, 0.198, 0.149], [0.149, 0.120, 0.438], [0.202, 0.378, 0.307], [0.497, -0.373, 0.053], [0.485, 0.555, -0.838], [0.150, 0.415, 0.046], [-1.661, 0.172, 2.341], [2.082, 1.135, -2.313], [-0.571, 0.549, 0.550], [2.126, -1.146, -0.115], [-1.426, 0.558, -0.421], [-0.383, 0.433, 0.045], [-0.328, -0.428, -0.220], [-0.014, -0.225, 0.430], [0.063, -0.561, -0.071], [-0.071, -0.190, -0.629]],
  "gap_ev": 10.0,
  "lumo_ev": 0.3
}

{
  "formula": "C9H20N5O4V",
  "method": "ωB97M-V/def2-TZVPD",
  "symbols": ["V", "N", "C", "C", "C", "O", "O", "H", "H", "H", "H", "H", "H", "N", "C", "C", "C", "C", "N", "C", "N", "N", "C", "O", "O", "H", "H", "H", "H", "H", "H", "H", "H", "H", "H", "H", "H", "H", "H"],
  "coordinates": [[-0.6104, 0.4612, 0.0018], [-0.1248, -1.4381, -1.0596], [0.9892, -1.3604, -2.0519], [2.1817, -0.5818, -1.4707], [1.5213, 0.5665, -0.7562], [0.7661, 1.3287, -1.4160], [1.3931, 0.5117, 0.5214], [0.1180, -2.1109, -0.3334], [-0.9502, -1.8165, -1.5154], [0.6041, -0.8169, -2.9108], [1.2990, -2.3552, -2.3716], [2.8240, -0.2505, -2.2843], [2.7584, -1.1785, -0.7666], [-1.5235, -0.3323, 3.4726], [-2.2413, 0.8580, 3.0399], [-1.9246, 2.1759, 3.7721], [-0.4642, 2.3991, 4.1668], [0.5303, 2.4182, 3.0078], [0.1653, 3.3651, 1.9581], [0.4674, 4.6426, 1.9116], [-0.0080, 5.3961, 0.9119], [1.2388, 5.2155, 2.8424], [-2.0775, 0.9769, 1.5318], [-1.5322, 2.0067, 0.9622], [-2.4184, 0.0167, 0.7738], [-1.8686, -0.6787, 4.3573], [-0.5261, -0.1834, 3.5471], [-3.3037, 0.6403, 3.1755], [-2.5204, 2.2120, 4.6855], [-2.2697, 3.0067, 3.1514], [-0.1415, 1.6246, 4.8664], [-0.4072, 3.3438, 4.7151], [0.5880, 1.4515, 2.5053], [1.5429, 2.6237, 3.3609], [-0.5419, 2.9899, 1.3234], [-0.5319, 4.9736, 0.1649], [0.2213, 6.3702, 0.8326], [1.6248, 4.6721, 3.5928], [1.5592, 6.1615, 2.7381]],
  "atomic_forces_ev_per_a": [[0.013, -0.013, -0.664], [0.060, 0.009, -0.005], [0.042, -0.021, -0.009], [0.027, 0.027, 0.018], [-0.158, -0.094, 0.131], [-0.175, -0.025, 0.141], [-0.055, -0.032, -0.016], [-0.020, -0.001, 0.009], [-0.013, 0.001, 0.014], [-0.005, -0.006, -0.006], [-0.019, 0.001, 0.010], [-0.008, 0.020, 0.001], [0.004, 0.004, -0.006], [-0.090, -0.016, -0.007], [0.018, 0.163, 0.048], [0.001, 0.017, -0.005], [0.032, 0.027, -0.007], [0.009, 0.169, -0.080], [1.064, 1.123, 0.610], [0.133, -0.423, 0.173], [-0.043, 0.086, -0.077], [0.074, 0.181, 0.066], [-0.228, -0.508, 0.267], [-1.128, -1.117, -0.856], [0.406, 0.226, -0.010], [0.001, 0.008, -0.007], [-0.006, 0.012, 0.028], [-0.015, 0.032, -0.020], [0.002, -0.033, -0.005], [-0.032, 0.019, 0.049], [-0.004, 0.010, 0.024], [0.006, -0.013, -0.003], [0.053, 0.030, 0.067], [0.005, -0.031, -0.001], [0.033, 0.200, 0.115], [0.031, -0.013, 0.004], [-0.009, -0.012, 0.007], [-0.014, 0.004, -0.018], [0.007, -0.009, 0.019]],
  "gap_ev": [8.5, 7.9],
  "multiplicity": 2,
  "total_charge": 1,
  "lumo_ev": [-2.3, -2.3]
}

| no. | E_tot (hartree) |
| --- | --- |
| 1 | -2993.301932 |
| 2 | -1873.563333 |